This record from OMol25 describes a gas-phase ion, C10H19N2Si (charge +1). The level of theory is ωB97M-V with the def2-TZVPD basis set.

The geometry in XYZ format:
```
32
Properties=species:S:1:pos:R:3:nbo_charge:R:1
C 4.14 0.38 -0.34 -0.09
C 3.66 0.63 0.97 -0.27
C 3.36 -0.22 -1.30 -0.05
C 2.43 0.27 1.34 0.08
C -0.53 1.87 0.39 -0.61
C -0.95 0.85 -1.85 -0.61
C -2.59 0.51 0.00 -0.62
C -0.42 -1.32 2.07 -1.14
C -0.49 -2.47 -0.95 -1.13
C -1.11 0.66 -0.34 -0.43
N 2.11 -0.65 -1.08 -0.08
N 1.51 -0.56 -0.01 -0.34
Si -0.24 -0.99 0.21 1.79
H 5.15 0.68 -0.60 0.26
H 4.31 1.12 1.68 0.27
H 3.71 -0.39 -2.30 0.24
H 1.86 0.36 2.23 0.24
H -0.65 1.78 1.47 0.21
H 0.53 2.01 0.17 0.20
H -1.06 2.77 0.07 0.23
H -1.42 0.05 -2.40 0.22
H 0.09 0.91 -2.14 0.20
H -1.43 1.78 -2.15 0.23
H -3.04 -0.33 -0.51 0.22
H -2.74 0.39 1.07 0.21
H -3.13 1.41 -0.31 0.23
H -0.53 -0.40 2.64 0.25
H -1.32 -1.91 2.25 0.27
H 0.41 -1.87 2.48 0.25
H -0.92 -2.17 -1.91 0.26
H 0.45 -2.97 -1.17 0.26
H -1.16 -3.20 -0.51 0.26
```

* frontier orbital gap: 7.9 eV
* relative energy (zero: lowest compared OMol25 entry of this formula, charge and spin): 38.2 kJ/mol
* HOMO: -13.170 eV
* net charge: +1
* SMILES: CC(C)(C)[Si](C)(C)[n+]1ccccn1

---

This record from OMol25 describes a single C3H6N2OS molecule. The level of theory is ωB97M-V with the def2-TZVPD basis set.

The geometry in XYZ format:
```
13
Properties=species:S:1:pos:R:3:nbo_charge:R:1
C -0.25 -1.99 0.40 -0.76
C -0.59 1.36 0.14 0.28
C 1.49 0.81 -0.89 0.54
H 0.82 -2.15 0.60 0.22
H -0.58 -2.98 0.16 0.24
H -0.73 -1.49 1.24 0.23
H -0.05 2.33 0.23 0.16
H -2.13 1.75 1.13 0.35
H 1.81 1.76 -0.39 0.11
N 0.19 0.48 -0.62 -0.61
N -1.70 1.00 0.62 -0.65
O 2.26 0.15 -1.52 -0.55
S -0.53 -1.02 -1.11 0.44
```

* frontier orbital gap: 9.9 eV
* relative energy (zero: lowest compared OMol25 entry of this formula, charge and spin): 164.3 kJ/mol
* HOMO: -9.183 eV
* SMILES: [H]/N=C/N(C=O)SC

---

This record from OMol25 describes a molecular structure, H27MnO15P. The level of theory is ωB97M-V with the def2-TZVPD basis set.

The geometry in XYZ format:
```
44
Properties=species:S:1:pos:R:3:mulliken_spin:R:1
O -0.83 -3.17 2.43 0.00
H -0.08 -3.79 2.34 0.00
H -0.63 -2.24 2.08 0.02
H -1.52 -3.50 1.83 0.00
O 1.51 0.25 -2.94 0.00
H 2.48 0.23 -3.07 0.00
H 1.21 -0.30 -2.16 0.00
H 1.20 1.17 -2.93 0.00
O 2.98 -1.81 0.94 0.00
H 2.77 -2.75 1.09 0.00
H 2.38 -1.56 0.17 0.00
H 2.77 -1.30 1.73 0.01
O -0.26 -3.03 -1.81 0.00
H 0.27 -2.24 -1.44 0.00
H -1.06 -3.18 -1.29 0.00
H 0.30 -3.83 -1.76 0.00
O -3.36 -0.63 -0.09 0.00
H -4.05 -0.52 -0.78 0.00
H -2.44 -0.32 -0.39 0.00
H -3.27 -1.58 0.06 0.00
Mn 0.29 0.65 2.47 4.87
P 0.17 -0.20 -0.02 0.00
O 0.78 1.10 0.58 -0.01
O -1.05 0.08 -0.84 0.00
O -0.29 -0.89 1.32 0.00
O 1.14 -1.13 -0.81 0.01
O 0.88 2.62 3.18 0.03
H 1.61 3.11 2.79 0.00
H 0.48 3.22 3.82 0.00
O 0.48 3.59 -0.08 0.00
H 0.92 4.11 0.60 0.00
H 0.52 2.67 0.23 0.01
O 3.50 1.13 0.12 0.00
H 3.61 1.82 -0.55 0.00
H 2.55 1.10 0.29 0.02
O -1.84 2.49 -1.60 0.00
H -2.72 2.23 -1.88 0.00
H -1.43 1.69 -1.25 0.00
O -1.48 -0.05 -3.70 0.00
H -1.38 0.08 -2.75 0.00
H -0.98 0.67 -4.11 0.00
O -1.66 1.27 2.80 0.03
H -2.08 2.08 2.47 0.00
H -2.39 0.65 2.92 0.01
```

* frontier orbital gap (spin up / spin down): 6.7 / 6.6 eV
* relative energy (zero: lowest compared OMol25 entry of this formula, charge and spin): 122.3 kJ/mol
* 2S+1: 6
* HOMO (spin up / spin down): -21.042 / -21.042 eV
* net charge: +4

---

This record from OMol25 describes a molecular structure, C34H39N5O3P2STi. The level of theory is ωB97M-V with the def2-TZVPD basis set.

The geometry in XYZ format:
```
85
Properties=species:S:1:pos:R:3:mulliken_spin:R:1
Ti 1.04 -1.83 -0.19 1.64
C 1.58 6.10 0.29 0.00
C 0.48 5.52 0.77 0.00
C -0.92 5.78 0.31 0.00
C -1.08 6.15 -1.18 0.00
C -0.37 5.21 -2.13 0.00
C 0.87 5.35 -2.57 0.00
C 1.78 6.51 -2.24 0.00
C 1.65 7.11 -0.82 0.00
C 0.75 -3.40 -1.70 -0.03
H 2.56 5.90 0.74 0.00
H 0.56 4.91 1.67 0.00
H -1.33 6.61 0.93 0.00
H -1.56 4.90 0.53 0.00
H -2.17 6.08 -1.41 0.00
H -0.78 7.20 -1.34 0.00
H -1.02 4.40 -2.50 0.00
H 1.26 4.67 -3.33 0.00
H 1.61 7.31 -2.98 0.00
H 2.83 6.20 -2.37 0.00
H 2.56 7.70 -0.65 0.00
H 0.80 7.82 -0.79 0.00
H 1.49 -4.09 -1.22 -0.03
H 0.96 -3.25 -2.76 0.02
H -0.22 -3.92 -1.57 0.02
P -0.63 -0.87 -1.70 0.03
P -0.33 -0.35 1.14 0.22
N 0.12 -0.37 -3.24 0.01
N -2.14 -1.63 -2.44 0.01
N 0.98 0.79 1.51 -0.01
N -0.84 -0.58 2.81 0.00
C -1.34 0.72 -1.16 0.07
C -1.61 0.70 0.36 -0.11
C 1.47 -0.62 -3.52 0.01
C 1.79 0.03 -4.70 0.00
C 0.62 0.70 -5.17 0.00
C -0.39 0.44 -4.25 0.00
C -2.17 -2.76 -3.26 0.00
C -3.50 -3.05 -3.60 0.00
C -4.31 -2.04 -3.00 0.00
C -3.46 -1.20 -2.29 0.00
C 2.31 0.45 1.25 -0.01
C 3.07 1.62 1.30 0.01
C 2.17 2.71 1.51 0.00
C 0.90 2.17 1.64 0.02
C -0.87 0.32 3.87 0.01
C -1.39 -0.32 5.00 0.00
C -1.68 -1.67 4.61 0.00
C -1.34 -1.80 3.27 0.00
H -2.24 0.96 -1.73 -0.01
H -0.59 1.48 -1.41 0.04
H -1.62 1.72 0.78 0.01
H -2.58 0.23 0.59 -0.01
H 2.05 -1.24 -2.86 0.00
H 2.77 0.01 -5.17 0.00
H 0.54 1.29 -6.07 0.00
H -1.42 0.75 -4.23 0.00
H -1.26 -3.27 -3.51 0.00
H -3.84 -3.87 -4.21 0.00
H -5.38 -1.93 -3.07 0.00
H -3.69 -0.33 -1.70 0.00
H 2.61 -0.60 1.17 0.00
H 4.14 1.69 1.20 0.00
H 2.43 3.76 1.55 0.00
H -0.05 2.66 1.80 0.00
H -0.52 1.33 3.75 0.00
H -1.53 0.11 5.97 0.00
H -2.08 -2.45 5.24 0.00
H -1.38 -2.64 2.60 0.00
O 2.25 -7.73 0.57 0.00
S 1.00 -7.02 0.75 0.00
O -0.24 -7.62 0.31 0.00
N 1.12 -5.46 0.34 0.00
C 0.99 -4.57 1.31 0.03
O 0.98 -3.29 1.06 0.03
C 0.83 -5.23 2.66 0.00
C 0.72 -4.76 4.00 0.00
C 0.60 -5.68 5.05 0.00
C 0.60 -7.07 4.80 0.00
C 0.73 -7.52 3.48 0.00
C 0.84 -6.59 2.46 0.00
H 0.73 -3.69 4.21 0.00
H 0.50 -5.36 6.08 0.00
H 0.50 -7.80 5.61 0.00
H 0.73 -8.58 3.22 0.00
```

* frontier orbital gap (spin up / spin down): 6.8 / 7.5 eV
* relative energy (zero: lowest compared OMol25 entry of this formula, charge and spin): 0.0 kJ/mol
* 2S+1: 3
* HOMO (spin up / spin down): -7.325 / -8.395 eV

---

This record from OMol25 describes a single C11H17N3O3S molecule. The level of theory is ωB97M-V with the def2-TZVPD basis set.

The geometry in XYZ format:
```
35
Properties=species:S:1:pos:R:3:nbo_charge:R:1
C -1.51 -2.46 -1.89 -0.63
H -1.58 -2.74 -3.02 0.21
C -2.73 -2.09 -1.31 -0.39
C -2.66 -1.84 0.16 -0.23
N -1.95 -0.75 0.20 -0.60
C -2.64 0.49 0.69 0.80
O -3.83 0.60 1.14 -0.61
N -1.77 1.74 0.43 -0.64
C -0.54 1.83 -0.01 0.13
N 0.25 0.78 -0.37 -0.54
C 1.40 1.41 -0.75 0.20
C 1.61 2.63 -0.72 -0.64
S 0.37 3.18 -0.06 0.58
H 2.63 3.16 -0.81 0.29
C 2.39 0.15 -1.40 -0.49
C 2.66 -0.75 0.04 0.80
O 3.71 -0.72 0.70 -0.60
O 1.78 -1.73 0.14 -0.50
C 2.05 -2.43 1.13 0.01
C 1.13 -3.76 1.04 -0.62
H 1.50 -4.32 -0.05 0.18
H 1.13 -4.38 1.93 0.22
H 0.11 -3.46 0.82 0.20
H 1.49 -1.97 2.25 0.11
H 3.00 -2.58 1.12 0.18
H 3.40 0.65 -1.66 0.23
H 1.92 -0.61 -2.04 0.24
H -2.17 2.74 0.81 0.43
H -1.10 -0.57 0.13 0.41
H -3.65 -1.70 0.73 0.23
H -2.17 -2.49 0.67 0.19
H -3.44 -1.39 -1.92 0.23
H -3.50 -3.03 -1.32 0.17
H -1.06 -3.41 -1.51 0.22
H -0.95 -1.65 -1.95 0.21
```

* frontier orbital gap: 9.2 eV
* relative energy (zero: lowest compared OMol25 entry of this formula, charge and spin): 996.8 kJ/mol
* HOMO: -8.764 eV

---

This record from OMol25 describes a molecular structure, C2BrF3S. The level of theory is ωB97M-V with the def2-TZVPD basis set.

The geometry in XYZ format:
```
7
Properties=species:S:1:pos:R:3:mulliken_spin:R:1
C 0.66 0.49 -0.24 0.46
C -0.51 -0.34 -0.08 0.01
F 1.95 -0.32 0.59 0.19
F -0.18 -1.65 -0.30 0.01
F -1.50 -0.01 -0.94 0.00
S 1.01 1.92 -0.69 1.22
Br -1.43 -0.08 1.66 0.10
```

* frontier orbital gap (spin up / spin down): 8.2 / 6.4 eV
* relative energy (zero: lowest compared OMol25 entry of this formula, charge and spin): 155.2 kJ/mol
* 2S+1: 3
* HOMO (spin up / spin down): -8.540 / -11.039 eV

---

This record from OMol25 describes a molecular structure, C13H27N7O3P2RuS4Se. The level of theory is ωB97M-V with the def2-TZVPD basis set.

The geometry in XYZ format:
```
58
Properties=species:S:1:pos:R:3:mulliken_spin:R:1
Ru 1.25 -1.91 -0.12 3.48
C 3.29 2.81 0.78 0.00
N 2.40 2.72 -0.37 0.00
C 2.00 4.01 -0.93 0.00
P 1.49 1.40 -0.65 -0.02
O 2.06 0.23 0.06 0.06
O -0.01 1.74 -0.13 0.01
P -0.91 0.68 0.70 0.00
O -0.74 -0.73 0.25 0.00
N -2.44 1.18 0.47 0.00
C -3.40 0.37 -0.29 0.00
C -2.80 2.58 0.58 0.00
N -0.35 0.89 2.23 0.00
C -0.15 2.21 2.81 0.00
C -0.71 -0.13 3.22 0.01
N 1.23 1.11 -2.24 0.01
C 0.23 1.78 -3.06 0.00
C 2.41 0.67 -2.99 0.00
H 4.21 3.32 0.48 0.00
H 3.55 1.81 1.12 0.00
H 2.83 3.37 1.59 0.00
H 2.88 4.56 -1.26 0.00
H 1.47 4.61 -0.19 0.00
H 1.35 3.87 -1.79 0.00
H -3.09 -0.67 -0.30 0.00
H -3.50 0.73 -1.31 0.00
H -4.38 0.44 0.20 0.00
H -2.05 3.13 1.15 0.00
H -3.76 2.68 1.10 0.00
H -2.89 3.04 -0.40 0.00
H 0.23 2.90 2.07 0.00
H 0.59 2.13 3.61 0.00
H -1.07 2.62 3.24 0.00
H -0.73 -1.11 2.75 0.00
H -1.69 0.07 3.67 0.00
H 0.04 -0.14 4.00 0.00
H -0.63 2.07 -2.46 0.00
H -0.11 1.08 -3.83 0.00
H 0.63 2.66 -3.56 0.00
H 3.07 0.09 -2.35 0.00
H 2.96 1.52 -3.40 0.00
H 2.08 0.03 -3.81 0.00
S 2.96 -2.13 1.81 0.45
S 4.05 -3.73 1.47 0.41
S 3.65 -4.51 -0.37 0.22
S 2.81 -3.04 -1.51 0.29
Se -0.01 -5.24 2.47 0.01
N -1.58 -5.68 1.79 0.00
C -1.71 -5.02 0.66 0.00
C -2.84 -5.05 -0.23 0.00
C -2.79 -4.25 -1.32 0.00
C -1.64 -3.41 -1.56 0.00
N -0.59 -3.37 -0.80 0.06
C -0.61 -4.18 0.30 -0.02
N 0.42 -4.16 1.13 0.03
H -3.68 -5.68 0.00 0.00
H -3.60 -4.22 -2.03 0.00
H -1.65 -2.76 -2.43 0.00
```

* frontier orbital gap (spin up / spin down): 5.8 / 6.5 eV
* relative energy (zero: lowest compared OMol25 entry of this formula, charge and spin): 0.0 kJ/mol
* 2S+1: 6
* HOMO (spin up / spin down): -9.666 / -10.513 eV
* net charge: +1

---

This record from OMol25 describes a molecular structure, C19H13FeN4O5. The level of theory is ωB97M-V with the def2-TZVPD basis set.

The geometry in XYZ format:
```
42
Properties=species:S:1:pos:R:3:mulliken_spin:R:1
Fe 0.06 -0.06 0.06 4.29
O -2.55 3.10 -0.39 0.07
C -1.60 2.36 -0.19 -0.01
N -1.63 1.13 0.34 0.21
C -2.92 0.47 0.36 -0.02
C -2.87 -0.84 -0.37 0.02
C -4.00 -1.64 -0.48 0.01
C -3.89 -2.89 -1.07 0.00
C -2.66 -3.30 -1.55 0.01
C -1.59 -2.43 -1.45 0.00
N -1.70 -1.23 -0.88 0.07
C -0.22 2.79 -0.65 0.00
C 0.14 4.13 -0.69 0.00
C 1.33 4.49 -1.31 0.00
C 2.10 3.49 -1.89 0.00
C 1.68 2.18 -1.79 0.00
N 0.55 1.83 -1.17 0.07
H -3.67 1.13 -0.09 0.00
H -3.23 0.27 1.40 0.00
H -4.95 -1.29 -0.10 0.00
H -4.76 -3.54 -1.15 0.00
H -2.52 -4.28 -1.98 0.00
H -0.61 -2.68 -1.82 0.00
H -0.51 4.87 -0.25 0.00
H 1.64 5.52 -1.37 0.00
H 3.02 3.72 -2.41 0.00
H 2.24 1.37 -2.23 0.00
O 7.09 -1.22 -0.17 0.00
C 6.67 -0.09 -0.18 0.00
O 7.04 1.03 -0.43 0.00
C 5.08 -0.05 0.27 0.00
C 4.51 1.14 0.67 0.01
C 3.15 1.16 0.93 0.00
N 2.39 0.09 0.79 0.11
C 2.96 -1.06 0.46 0.00
C 4.32 -1.20 0.18 0.00
C 2.03 -2.32 0.36 0.00
O 2.54 -3.39 0.16 0.04
O 0.81 -2.03 0.49 0.13
H 5.11 2.04 0.76 0.00
H 2.65 2.07 1.25 0.00
H 4.72 -2.16 -0.08 0.00
```

* frontier orbital gap (spin up / spin down): 6.2 / 3.4 eV
* 2S+1: 6
* HOMO (spin up / spin down): -7.350 / -7.335 eV